(1)
98
Properties=species:S:1:pos:R:3 method="wB97M-V/def2-TZVPD" energy_ha=-7762.10035 s_squared=2.0084 total_charge=-1 multiplicity=3
C 3.36491 5.35467 -2.47379
C 1.86433 5.54513 -2.66181
Br 1.46311 5.73909 -4.59283
C 1.03972 4.42501 -2.06246
Ga 1.31840 2.50944 -2.64375
C -0.20328 1.43878 -1.82715
C -1.49865 1.40699 -2.66488
C -2.77529 1.76172 -1.87691
S -3.55537 3.28580 -2.31908
O -2.66188 4.37650 -2.11059
O -4.88800 3.30710 -1.77219
O -3.73694 3.12431 -3.91143
P 3.34611 1.72956 -1.63840
N 4.74766 2.13592 -2.30622
C 1.35311 2.14128 -4.66967
Cl 0.72566 0.45082 -5.00166
C 2.67393 2.35104 -5.36731
C 3.63654 1.17776 -5.35658
Cl 2.42639 2.84441 -7.13589
H 3.55507 4.76671 -1.57314
H 3.82299 4.81058 -3.29879
H 3.87958 6.31200 -2.37164
H 1.55768 6.51928 -2.28193
H 1.28437 4.42879 -0.98983
H -0.02789 4.65203 -2.13993
H -0.41480 1.90507 -0.85614
H 0.13225 0.41962 -1.60841
H -1.65418 0.41016 -3.07941
H -1.42835 2.06306 -3.53642
H -2.57677 1.87699 -0.80841
H -3.56840 1.02312 -1.99467
H -4.68310 3.02960 -4.08221
H 3.24758 2.17542 -0.28203
H 3.19794 0.34580 -1.36191
H 5.37808 1.34980 -2.41247
H 0.60169 2.77684 -5.13427
H 3.15494 3.23114 -4.94520
H 3.59729 0.68250 -4.38688
H 4.65509 1.52964 -5.51253
H 3.37302 0.46271 -6.13382
C 1.58260 -0.34993 4.41417
C 1.69457 -0.69348 2.92860
C 1.05039 -2.04439 2.59352
C 1.84660 -3.23900 3.10300
C 3.27223 -3.20396 2.55850
C 4.01051 -1.89395 2.86984
N 3.12056 -0.75471 2.44310
O 3.22073 -0.45491 1.20323
C 4.39344 -1.82051 4.34870
C 5.29355 -1.79635 2.04850
C 0.98057 0.41533 2.15474
H 0.56037 -0.55114 4.73957
H 2.25030 -0.90928 5.05736
H 1.78444 0.71189 4.56466
H 0.96970 -2.11168 1.50489
H 0.03055 -2.04733 2.98872
H 1.84265 -3.26210 4.19761
H 1.36219 -4.16126 2.77502
H 3.86643 -4.03373 2.95393
H 3.23654 -3.31899 1.47106
H 4.64619 -0.79900 4.63572
H 5.27470 -2.44537 4.50102
H 3.61933 -2.19253 5.01545
H 5.09828 -1.91077 0.98687
H 5.97488 -2.58403 2.37749
H 5.77446 -0.82922 2.20015
H 1.50710 1.36352 2.26681
H -0.02589 0.52014 2.56952
H 0.90677 0.19407 1.09363
C -2.91727 -1.75886 -0.63923
C -2.96207 -2.79043 0.48675
C -4.07961 -3.82584 0.28714
C -5.47507 -3.26342 0.52687
C -5.58170 -2.65889 1.92280
C -4.52600 -1.57672 2.18960
N -3.17859 -2.15650 1.83772
O -2.59626 -2.76817 2.79604
C -4.84291 -0.29954 1.40724
C -4.49401 -1.21583 3.67240
C -1.60620 -3.48660 0.49917
H -2.99025 -2.28302 -1.59462
H -3.70587 -1.01799 -0.60708
H -1.96177 -1.23210 -0.61835
H -3.90370 -4.65157 0.98382
H -3.98989 -4.23081 -0.72425
H -5.72364 -2.52141 -0.23750
H -6.20976 -4.06537 0.42670
H -6.56916 -2.21569 2.08230
H -5.45695 -3.45191 2.66674
H -3.97248 0.35519 1.35479
H -5.63543 0.23169 1.93573
H -5.20300 -0.48333 0.39879
H -4.34600 -2.09222 4.29608
H -5.44475 -0.74620 3.93209
H -3.68844 -0.51015 3.87778
H -0.82077 -2.78214 0.76540
H -1.40763 -3.85942 -0.50845
H -1.58005 -4.31626 1.20082

---

(2)
117
Properties=species:S:1:pos:R:3 method="wB97M-V/def2-TZVPD" energy_ha=-15416.79356 total_charge=+1
C 6.47491 2.53176 2.53207
C 5.87242 2.97917 1.05805
O 4.92750 4.13741 1.14305
C 3.55874 3.55226 1.32862
C 2.80930 3.26607 -0.10047
C 1.54081 2.23176 -0.03090
C 0.99383 1.89356 1.47566
C -0.01944 0.56711 1.36431
S 1.03114 -0.97990 1.75168
C 1.31867 -0.93939 3.63350
C 2.71274 -0.87780 0.90800
C 2.65937 -1.40291 -0.64997
C 3.99770 -1.05279 -1.53713
O 5.17055 -1.89810 -1.24148
C 5.94541 -1.38891 -0.09657
H 5.82896 2.98083 3.42667
H 6.31802 1.35222 2.61408
H 7.61005 2.79996 2.62906
H 5.32920 2.08768 0.49097
H 6.77423 3.32188 0.35574
H 3.75143 2.53782 1.92633
H 2.92414 4.30559 1.99865
H 2.50132 4.31596 -0.54541
H 3.63257 2.80315 -0.82944
H 1.80457 1.27798 -0.68314
H 0.64690 2.76351 -0.61721
H 0.37720 2.78871 1.96744
H 1.82159 1.57620 2.24720
H -0.57178 0.49862 0.33562
H -0.75806 0.65734 2.29568
H 2.40864 -0.55265 3.91186
H 0.56450 -0.16001 4.09130
H 1.08487 -1.98956 4.11822
H 3.17831 0.21336 1.00305
H 3.46420 -1.57791 1.51652
H 2.56323 -2.59171 -0.63354
H 1.70814 -0.90255 -1.16521
H 3.70686 -1.28460 -2.67097
H 4.24275 0.11531 -1.52230
H 7.08748 -1.21950 -0.31422
H 5.46746 -0.35472 0.21879
H 5.74738 -2.14429 0.80400
C 1.16490 1.25649 -3.59636
Cl 0.00911 0.19622 -2.78087
Cl 2.01127 0.39923 -4.89007
H 0.62755 2.10600 -4.02470
H 1.89686 1.61247 -2.86731
C 2.40415 -3.05975 -6.47239
Cl 3.20803 -3.35786 -8.01833
Cl 0.76269 -3.71591 -6.47214
H 2.97835 -3.53739 -5.67486
H 2.35648 -1.98208 -6.29819
C 0.22174 -4.77921 -0.52647
Cl 0.33732 -4.55102 -2.27565
Cl 0.37779 -3.23930 0.32749
H -0.74885 -5.22113 -0.28868
H 1.02168 -5.44888 -0.20145
C -3.11072 2.20649 -2.21480
Cl -3.59916 3.15975 -0.80848
Cl -1.91300 3.07203 -3.18498
H -2.67722 1.26374 -1.87245
H -3.99022 2.00582 -2.83142
C -1.81041 -2.46866 6.06642
Cl -1.69484 -2.24047 4.31724
Cl -1.65436 -0.92875 6.92039
H -2.78100 -2.91058 6.30421
H -1.01047 -3.13833 6.39144
C -4.05637 1.66804 5.64764
Cl -4.32576 1.90905 3.91721
Cl -5.58925 1.51475 6.51465
H -3.47255 0.75598 5.79319
H -3.50714 2.52508 6.04492
C -7.83950 1.28767 3.71793
Cl -8.08212 2.05340 2.14318
Cl -8.26648 -0.42689 3.66397
H -6.78888 1.38390 4.00225
H -8.46926 1.78798 4.45759
C 1.85370 -5.33858 -10.72935
Cl 0.69791 -6.39884 -9.91385
Cl 2.70007 -6.19584 -12.02305
H 1.31635 -4.48906 -11.15768
H 2.58566 -4.98260 -10.00029
C -4.25239 1.09458 -6.21010
Cl -2.56145 0.65764 -6.48368
Cl -4.82392 0.48143 -4.65372
H -4.34446 2.18331 -6.21909
H -4.86410 0.66593 -7.00764
C 8.91444 4.98338 1.24113
Cl 9.94903 6.36632 1.61815
Cl 9.44569 3.53683 2.10726
H 7.88797 5.21662 1.53414
H 8.95656 4.79010 0.16648
C -6.43542 5.39276 -0.76115
Cl -6.70481 5.63377 -2.49158
Cl -7.96830 5.23947 0.10587
H -5.85160 4.48070 -0.61560
H -5.88619 6.24980 -0.36387
C -3.02192 -1.87083 0.41349
Cl -3.51036 -0.91757 1.81982
Cl -1.82420 -1.00529 -0.55669
H -2.58842 -2.81357 0.75585
H -3.90141 -2.07149 -0.20313
C -10.58556 1.34251 -0.92584
Cl -9.55097 2.72544 -0.54883
Cl -10.05431 -0.10404 -0.05971
H -11.61203 1.57575 -0.63284
H -10.54344 1.14923 -2.00050
C -3.66228 -1.17378 10.43529
Cl -3.90490 -0.40806 8.86054
Cl -4.08925 -2.88834 10.38133
H -2.61166 -1.07755 10.71961
H -4.29204 -0.67347 11.17495
C 2.72181 -7.75703 -3.37868
Cl 2.45242 -7.51602 -5.10911
Cl 1.18893 -7.91032 -2.51167
H 3.30563 -8.66909 -3.23313
H 3.27105 -6.89999 -2.98140

---

(3)
94
Properties=species:S:1:pos:R:3 method="wB97M-V/def2-TZVPD" energy_ha=-2547.00607 s_squared=3.8297 multiplicity=4
Tc 1.27831 1.43240 -0.21354
P 0.83522 2.26482 2.13290
P 1.99490 0.72025 -2.38144
N 0.89148 3.15750 -0.65069
H 0.14851 1.13639 1.09373
C 2.16468 3.31086 2.87562
H 1.87510 3.62526 3.90306
H 2.32152 4.20219 2.23388
H 3.08301 2.69518 2.89893
C 0.33161 1.07836 3.41384
H -0.00134 1.57302 4.33356
H 1.20863 0.45329 3.59615
H -0.45741 0.45159 2.98354
C -0.61458 3.46757 1.99699
H -0.94037 3.78910 3.01869
H -1.43567 2.93407 1.45725
H -0.27499 4.34782 1.39172
C 3.66270 1.21842 -2.90068
H 3.89803 0.92810 -3.92800
H 4.38431 0.76454 -2.20962
H 3.75476 2.30002 -2.80028
C 1.99608 -1.06080 -2.75351
H 2.19364 -1.24313 -3.81368
H 1.02477 -1.49308 -2.50426
H 2.76970 -1.56117 -2.16823
C 0.88958 1.38571 -3.66090
H 1.15782 1.02355 -4.65427
H 0.92773 2.47535 -3.66669
H -0.13894 1.08759 -3.45750
C 0.40381 4.20923 -1.24718
C 0.45624 6.56397 -2.02984
C 1.10756 5.45311 -1.50133
C -0.94891 4.16629 -1.75030
C -1.57977 5.28149 -2.28067
C -0.88945 6.48826 -2.42101
H 0.99100 7.51696 -2.13557
H 2.16961 5.48070 -1.23371
H -1.46064 3.20252 -1.65884
H -2.62997 5.20328 -2.57772
H -1.38982 7.35910 -2.83445
C 4.79193 -0.20910 0.77748
O 4.64783 0.54216 -0.18265
C 5.14837 0.29576 2.20590
H 4.68156 -0.36660 2.99032
H 4.64031 1.26943 2.41543
H 6.27434 0.35788 2.38833
C 4.24986 -1.64913 0.73696
H 4.65724 -2.28317 -0.09470
H 3.12732 -1.61871 0.67715
H 4.47444 -2.07036 1.74088
C 0.42801 -4.69931 1.36451
C 0.25440 -3.93177 0.05843
C 1.49945 -4.11677 -0.80378
C -0.95444 -4.45240 -0.70634
O 0.13990 -2.50706 0.40782
Si -0.93907 -1.29070 0.16022
O -0.12847 0.06851 -0.27392
O -1.88988 -1.68515 -1.09287
C -3.08606 -1.12992 -1.74518
C -2.64425 -0.42411 -3.01255
C -3.99523 -2.30381 -2.07617
C -3.74090 -0.12229 -0.83149
O -1.80333 -0.93986 1.51010
C -2.50462 -1.68051 2.56764
C -3.48521 -0.68549 3.18052
C -3.24265 -2.87427 1.98875
C -1.48281 -2.12567 3.60598
H 0.58016 -5.76643 1.14338
H -0.46310 -4.61301 2.00351
H 1.30675 -4.33384 1.91693
H 1.59785 -5.18382 -1.05621
H 1.42526 -3.55419 -1.74461
H 2.40800 -3.80886 -0.26584
H -1.87989 -4.38110 -0.11790
H -1.08321 -3.93600 -1.66757
H -0.78859 -5.52536 -0.91949
H -2.08142 -1.08243 -3.68113
H -3.53341 -0.07534 -3.55317
H -2.03857 0.45629 -2.77679
H -4.89641 -1.94281 -2.58934
H -3.50917 -3.01816 -2.75111
H -4.33075 -2.84256 -1.18320
H -4.06436 -0.55442 0.11986
H -3.06623 0.71690 -0.63675
H -4.63131 0.28130 -1.33016
H -4.19525 -0.31156 2.43171
H -4.05811 -1.17094 3.98174
H -2.95550 0.17183 3.61496
H -2.54280 -3.63105 1.61349
H -3.84554 -3.35065 2.77936
H -3.92812 -2.57466 1.18411
H -0.68023 -2.71900 3.15010
H -1.03724 -1.26394 4.11725
H -1.98530 -2.74347 4.36412

---

(4)
122
Properties=species:S:1:pos:R:3 method="wB97M-V/def2-TZVPD" energy_ha=-5383.33081 s_squared=0.7549 multiplicity=2
Ag 1.77900 0.90918 -0.18715
C -0.24277 4.06406 -3.46679
F -1.45106 4.27140 -3.96826
F 0.57231 3.50857 -4.36568
F 0.28672 5.31990 -3.22325
S -0.39244 3.01390 -2.03569
O 0.92398 3.03422 -1.45756
O -1.47726 3.52341 -1.23264
N -0.51415 1.60029 -2.66025
S -1.60699 0.72632 -3.39426
O -1.86735 -0.32546 -2.46907
O -2.71253 1.35701 -4.06786
C -0.44127 -0.03241 -4.67509
F -1.08617 -0.65430 -5.70954
F 0.42725 0.87534 -5.08517
F 0.25975 -0.98490 -4.07855
C 3.87598 3.84459 2.16859
F 4.71548 3.79353 3.14410
F 2.64102 3.53781 2.59908
F 3.88701 5.09909 1.66091
S 4.33203 2.69969 0.72944
O 3.65538 3.25893 -0.39337
O 5.73816 2.58246 0.89112
N 3.62569 1.27447 1.02455
S 3.96119 0.19003 2.12409
O 4.35862 0.70235 3.39717
O 2.89253 -0.85745 1.98967
C 5.53758 -0.72178 1.59733
F 5.50911 -0.81843 0.30378
F 6.59296 -0.08749 2.11604
F 5.45682 -1.89564 2.21250
C -1.90199 -1.34055 1.17532
C -1.02262 -0.14268 0.85937
C -0.36699 0.46380 2.08278
O 0.44947 1.63426 1.78002
C -0.29950 2.86476 1.71112
N 0.02460 -0.53815 -0.19146
H -1.39091 -2.19913 1.54083
H -2.43848 -1.68415 0.28570
H -2.69669 -1.20359 1.90102
H -1.77276 0.57590 0.42775
H 0.35860 -0.23661 2.53724
H -1.12207 0.78928 2.73134
H 0.17225 3.50143 0.92029
H -0.25101 3.51228 2.64838
H -1.29709 2.65027 1.35533
H -0.38642 -0.45580 -1.17322
H 0.39713 -1.43394 0.04744
C 2.79164 -6.09871 0.56103
C 2.04966 -4.78081 0.92983
C 1.46195 -4.89526 2.35265
O 0.71276 -3.77231 2.65221
C 0.93623 -3.22642 3.93258
N 3.11000 -3.67231 0.72794
H 2.20663 -7.00887 0.85345
H 3.77080 -6.23865 1.05703
H 2.97358 -6.03186 -0.46061
H 1.26557 -4.60977 0.15318
H 2.23989 -5.01736 3.10029
H 0.87590 -5.81549 2.56108
H 1.94585 -2.78051 3.97557
H 0.74462 -4.00660 4.66185
H 0.22077 -2.38210 4.10133
H 3.97539 -3.89989 1.25331
H 2.78964 -2.86175 1.25677
C 1.63235 -3.42192 -2.44856
C 3.14632 -3.40691 -2.82364
C 3.45759 -2.81208 -4.22845
O 4.88511 -2.85177 -4.45536
C 5.01879 -2.50565 -5.85651
N 3.91940 -2.76959 -1.71282
H 1.43097 -2.47596 -1.97993
H 1.31962 -4.19464 -1.75099
H 1.05240 -3.56632 -3.39516
H 3.42812 -4.53325 -2.86043
H 3.09932 -1.86934 -4.27475
H 2.99649 -3.46064 -4.98374
H 4.59127 -3.30703 -6.42682
H 6.15424 -2.40478 -6.09197
H 4.49848 -1.54220 -6.07154
H 4.89639 -2.83801 -2.06849
H 3.70714 -3.29375 -0.81603
C 3.49086 0.66941 -2.52730
C 4.99243 0.59966 -2.63699
O 5.39804 -0.71980 -2.74856
O 2.89063 -0.17560 -1.59168
H 3.10183 0.36953 -3.51867
H 3.10821 1.72214 -2.39480
H 5.55110 1.07987 -1.77702
H 5.18443 1.19975 -3.45115
H 5.68819 -0.92199 -3.63157
H 3.57480 -1.78578 -1.64468
C -8.11834 2.86930 1.49367
C -7.20076 1.65082 1.73334
C -6.42512 1.19789 0.55644
C -5.25630 1.99063 0.14859
C -4.35900 2.07101 1.38839
C -5.06511 2.69389 2.58767
N -6.22934 1.88366 2.85703
O -6.87410 2.51832 3.98549
C -4.07918 2.48945 3.76652
C -5.26456 4.21094 2.26109
C -8.06459 0.49743 2.20111
H -8.78849 2.60984 0.70583
H -7.65094 3.79112 1.22740
H -8.53821 3.11541 2.45094
H -6.01413 0.16944 0.79019
H -7.17797 0.97843 -0.20859
H -5.52338 2.94372 -0.20037
H -4.72770 1.46206 -0.71002
H -3.48790 2.68721 1.17351
H -4.02149 1.07035 1.77715
H -2.99054 2.70809 3.46213
H -4.45779 3.17428 4.56653
H -4.07632 1.50475 4.18390
H -6.07529 4.60577 2.86320
H -4.41914 4.81761 2.50077
H -5.51732 4.42694 1.23113
H -7.35456 -0.33125 2.46605
H -8.80715 0.30440 1.42659
H -8.59028 0.86586 3.08588
H -6.82253 1.77190 4.59917